Formula: CH4N2O2
Source: the OMol25 dataset
Level of theory: the ωB97M-V functional and the def2-TZVPD basis

Properties
- HOMO level (spin up / spin down): -10.0 / -9.9 eV
- Gap between HOMO and LUMO (spin up / spin down): 9.740 / 9.638 eV
- E: -8169.428 eV
- Relative energy (zero: lowest compared OMol25 entry of this formula, charge and spin): 7.258 eV
- LUMO (spin up / spin down): -0.27 / -0.23 eV

Each line ends with the Löwdin charge.
Atoms and positions in Å:
1 C 1.24 0.41 -0.02  -0.056
2 N -1.94 -1.01 0.04  0.184
3 N -0.99 -0.30 0.05  -0.206
4 O -1.23 1.59 -0.01  -0.212
5 O 0.28 -0.65 0.02  -0.078
6 H 0.86 1.24 0.58  0.074
7 H 1.37 0.75 -1.05  0.094
8 H 2.16 -0.01 0.38  0.093
9 H -1.76 -2.03 0.01  0.107